1.
14
Properties=species:S:1:pos:R:3:forces:R:3 method="wB97M-V/def2-TZVPD" homo_ev=-9.068 de_lowest_kcal_mol=135.2 homo_lumo_gap_ev=8.62
C -1.223 -0.172 0.404 4.6 -1.5 -3.0
C -0.051 0.560 -0.319 -1.5 -1.0 2.8
C 1.327 -0.029 -0.396 0.3 -0.2 2.6
C 1.034 1.023 0.723 -2.1 -1.1 -2.4
H -2.752 -1.589 -0.561 1.6 4.8 2.0
H -2.173 -0.519 -1.793 0.6 1.8 5.4
H -0.248 1.233 -1.133 -0.4 0.4 0.2
H 1.924 0.462 -1.132 0.3 0.0 -0.5
H 1.286 -1.550 1.226 0.4 -0.7 -0.5
H 0.927 1.181 1.833 0.1 -1.4 -1.3
N -2.299 -0.329 -0.430 -3.7 -6.5 -5.9
O -0.905 -0.749 1.426 -1.8 0.4 0.3
F 1.282 2.192 0.154 2.5 4.1 -0.1
S 1.869 -1.713 -0.002 -0.9 0.8 0.7

2.
16
Properties=species:S:1:pos:R:3:forces:R:3 method="wB97M-V/def2-TZVPD" homo_ev=-2.843 de_lowest_kcal_mol=89.0 homo_lumo_gap_ev=6.34 charge=-1
C -1.554 2.227 -0.429 -1.0 1.5 -0.4
C -0.687 1.489 0.279 1.4 -0.4 2.3
C -1.017 -2.310 -0.227 -0.6 -2.0 -2.0
C 0.189 0.474 -0.215 0.9 0.0 2.4
O 1.819 -1.123 1.132 0.8 -0.8 1.8
O 2.414 1.068 1.351 -0.9 0.2 -0.5
O 2.711 0.025 -0.842 -0.5 -0.2 0.0
O -0.205 -3.174 -0.009 0.6 0.4 0.7
F 0.227 0.289 -1.530 -0.6 -0.1 -3.1
S 1.861 0.221 0.308 0.1 0.7 0.4
H -2.173 3.075 0.123 1.2 -2.0 -1.7
H -1.458 2.077 -1.553 -0.7 0.7 1.5
H -0.588 1.601 1.415 -0.2 0.0 -1.7
H -1.603 -2.381 -1.152 0.1 0.1 -0.6
H -1.407 -1.557 0.366 0.0 1.6 2.1
H 1.472 -2.001 0.982 -0.7 0.1 -1.3

3.
16
Properties=species:S:1:pos:R:3:forces:R:3 method="wB97M-V/def2-TZVPD" homo_ev=-13.392 de_lowest_kcal_mol=0.0 homo_lumo_gap_ev=9.28 charge=+1
O 1.828 -0.674 -1.941 -0.3 0.0 0.3
C 2.347 -1.037 -0.913 0.4 0.4 -0.2
C 1.669 -0.971 0.433 0.8 -0.2 0.1
O 0.268 -1.177 0.358 -0.5 0.1 0.0
C -0.552 -0.162 0.320 -1.1 -1.9 1.8
O -1.556 -0.353 1.107 0.7 -0.1 -0.3
O -0.404 0.851 -0.363 -2.8 -2.5 4.9
C -2.503 0.715 1.274 -0.7 0.5 -0.1
H 1.916 -0.011 0.912 0.0 -0.2 -0.1
F -0.509 1.462 -3.452 -4.1 -1.5 -6.4
H 3.406 -1.362 -0.874 -0.2 0.0 -0.2
H 2.058 -1.773 1.071 -0.2 0.2 -0.1
H -3.196 0.368 2.043 0.2 0.1 -0.2
H -1.985 1.624 1.597 -0.1 -0.2 0.0
H -3.026 0.889 0.327 0.1 0.0 0.3
Sn 0.239 1.610 -1.898 7.9 5.5 0.2

4.
16
Properties=species:S:1:pos:R:3:forces:R:3 method="wB97M-V/def2-TZVPD" spin_multiplicity=2 homo_ev="-7.257 / -9.938" de_lowest_kcal_mol=0.0 homo_lumo_gap_ev="7.83 / 9.46"
O -0.779 -0.196 1.442 -0.9 0.3 -0.4
C -0.725 1.131 1.452 0.1 0.4 0.5
C 0.161 1.657 0.320 -0.3 0.3 -0.2
O 1.273 0.759 0.213 0.2 -0.2 0.0
C 1.022 -0.442 -0.289 1.2 0.0 0.1
O 0.487 -0.417 -1.482 -0.7 0.5 0.0
O 1.463 -1.460 0.254 -0.3 0.2 -0.7
C -0.265 -1.562 -1.900 0.1 -0.6 -0.2
H 0.564 2.652 0.527 0.0 -0.3 0.0
F -0.138 1.607 2.676 -0.1 -0.2 -0.4
H -1.715 1.622 1.423 0.2 -0.2 0.0
H -0.408 1.669 -0.619 0.2 0.0 0.2
H -0.712 -1.288 -2.859 0.1 -0.1 0.3
H 0.404 -2.422 -2.014 -0.2 0.2 0.0
H -1.041 -1.794 -1.162 0.2 0.1 -0.1
Zn 0.412 -1.518 2.018 0.3 -0.6 1.1

5.
12
Properties=species:S:1:pos:R:3:forces:R:3 method="wB97M-V/def2-TZVPD" homo_ev=-9.125 de_lowest_kcal_mol=20.0 homo_lumo_gap_ev=9.34
H -1.857 2.831 1.019 1.3 -0.2 -0.5
P -0.390 2.601 0.869 -0.4 -0.6 0.0
C -0.539 1.325 -0.247 0.6 0.9 0.6
F -1.767 1.168 -0.753 -0.3 -1.0 -0.6
C 0.464 0.308 -0.791 0.7 -1.4 -0.2
C 0.210 -1.103 -0.286 -0.9 -2.6 1.9
C 0.672 -1.784 0.811 0.7 2.7 -0.4
H 0.342 0.129 -1.906 0.3 1.1 1.1
H 1.553 0.366 -0.512 -1.1 1.3 -0.4
H -0.494 -1.690 -0.898 0.4 0.3 0.2
H 0.471 -2.796 1.080 -0.7 -0.6 -0.5
H 1.335 -1.356 1.614 -0.6 0.1 -1.2

6.
13
Properties=species:S:1:pos:R:3:forces:R:3 method="wB97M-V/def2-TZVPD" spin_multiplicity=7 homo_ev="-21.294 / -23.910" homo_lumo_gap_ev="6.62 / 7.85" charge=+3
C 2.697 -0.583 0.579 -0.1 -0.1 2.2
C 2.183 -1.012 -0.677 -0.3 -0.8 -0.2
H 1.868 -0.449 1.285 0.1 0.4 -0.1
H 3.381 0.274 0.559 -0.1 -0.4 0.3
H 1.439 -1.816 -0.704 0.2 0.3 -0.2
H 2.288 -0.368 -1.555 0.3 -0.3 0.1
Li 4.097 -2.328 -0.905 0.4 -0.2 -0.7
O 1.818 -3.099 2.934 3.9 0.7 -1.1
C 3.075 -2.817 2.661 -1.8 -3.2 2.0
C 3.553 -1.795 1.938 0.5 3.2 -4.6
Fe 0.206 -2.519 3.237 -2.8 0.3 1.1
H 4.610 -1.720 1.682 0.0 0.0 1.1
H 3.800 -3.581 2.992 -0.4 0.0 0.1

7.
13
Properties=species:S:1:pos:R:3:forces:R:3 method="wB97M-V/def2-TZVPD" spin_multiplicity=3 homo_ev="-4.774 / -9.232" homo_lumo_gap_ev="5.13 / 4.74"
C -0.205 2.755 -0.644 -1.5 0.3 2.1
C -0.520 -3.708 1.506 0.4 -0.4 -2.1
C 0.051 1.680 -1.337 -0.1 -2.4 1.7
C -1.035 -3.146 2.432 0.2 -0.4 -0.1
Si -0.496 -0.004 -0.666 3.8 0.2 -2.1
I -2.767 -0.239 0.045 -3.9 -0.2 1.8
I 0.400 -1.667 -2.270 0.5 -0.5 -0.3
H 0.215 3.682 -0.950 -0.2 1.0 0.1
H -0.856 2.631 0.294 1.2 0.8 -1.3
H 0.079 -0.537 0.683 -0.5 0.6 -0.6
H -0.142 -4.121 0.523 -0.6 0.7 2.0
H 0.684 1.676 -2.167 0.8 0.1 -1.4
H -1.488 -2.768 3.309 -0.1 0.2 0.2

8.
12
Properties=species:S:1:pos:R:3:forces:R:3 method="wB97M-V/def2-TZVPD" homo_ev="-8.730 / -8.730" de_lowest_kcal_mol=60.3 homo_lumo_gap_ev="7.82 / 7.82"
C 0.447 -0.380 0.331 1.6 -1.4 -1.9
C 1.714 -0.891 0.605 0.4 -0.5 0.3
C -1.548 0.435 -0.902 -1.9 0.7 0.7
C -0.697 0.506 0.370 -1.4 -1.6 1.3
N 0.721 -1.527 -0.274 1.2 2.5 1.7
I 4.147 0.269 0.117 -1.7 -0.6 -0.1
H 2.227 -1.292 1.488 -0.5 0.1 -0.6
H -2.620 0.093 -0.755 1.4 0.2 0.1
H -1.068 -0.213 -1.598 0.1 -0.3 -0.8
H -1.649 1.475 -1.275 0.2 -0.8 -0.2
H -1.129 -0.011 1.310 -0.3 1.1 -1.1
H -0.544 1.536 0.584 0.8 0.5 0.7

9.
14
Properties=species:S:1:pos:R:3:forces:R:3 method="wB97M-V/def2-TZVPD" homo_ev="-8.619 / -8.869" de_lowest_kcal_mol=88.1 homo_lumo_gap_ev="7.47 / 8.29"
C -0.887 0.244 -2.050 0.7 -1.5 -2.9
C 0.109 -0.229 -1.260 0.5 -2.4 -0.8
C -0.534 1.767 -0.609 -0.4 1.0 2.1
C 0.434 -1.915 2.348 -1.8 -1.4 -1.5
N -1.258 1.463 -1.612 -1.5 1.0 -0.9
N 0.374 0.725 -0.348 -0.2 1.3 1.1
N 1.236 0.492 0.619 1.5 0.2 0.8
I -1.592 -1.858 1.746 0.8 -0.3 0.2
H -1.160 -0.155 -3.099 0.1 0.6 2.2
H 0.693 -1.171 -1.229 -0.6 1.0 -0.2
H -0.895 2.529 0.141 1.3 -0.8 -0.9
H 0.642 -0.996 2.724 0.8 2.3 1.6
H 1.132 -2.235 1.605 0.2 -0.7 -0.3
H 1.707 1.337 1.022 -1.3 -0.3 -0.6

10.
13
Properties=species:S:1:pos:R:3:forces:R:3 method="wB97M-V/def2-TZVPD" homo_ev=-8.360 de_lowest_kcal_mol=100.3 homo_lumo_gap_ev=7.63
C 0.889 -1.257 0.289 -2.0 1.1 -1.3
C -0.540 -1.775 0.671 2.2 -0.6 1.5
C -0.017 0.729 -0.577 0.2 -0.2 -0.6
C 0.114 2.170 -0.197 -4.7 0.9 0.3
N 0.933 -0.095 -0.223 -0.2 -0.7 0.1
O -1.447 -0.899 0.812 -0.7 1.2 -1.0
I -1.139 0.349 -2.362 0.4 -0.1 0.6
H 1.628 -2.011 0.307 1.3 -0.2 -0.1
H -0.560 -2.537 -0.187 -0.3 0.1 0.4
H -0.168 -2.291 1.615 -0.8 -0.4 -0.4
H -0.057 2.201 0.883 -0.1 0.1 0.0
H -0.713 2.925 -0.689 2.3 -2.2 1.1
H 1.078 2.491 -0.342 2.3 0.9 -0.7

11.
13
Properties=species:S:1:pos:R:3:forces:R:3 method="wB97M-V/def2-TZVPD" smiles="C#[N+][O-].C=C(C)I" homo_ev=-9.106 de_lowest_kcal_mol=107.9 homo_lumo_gap_ev=9.67
C 0.989 -2.612 -0.665 0.4 -0.3 -0.5
N -0.005 -2.824 -0.104 3.7 0.9 -2.6
O -0.939 -2.859 0.538 -4.6 -0.6 3.3
H 1.387 -2.677 -1.644 0.5 0.0 -0.2
C -0.008 0.103 0.983 0.4 -0.4 0.0
C 0.246 1.027 0.054 0.9 0.0 0.2
C -0.705 2.135 -0.339 -0.6 -0.5 2.4
I 2.257 1.135 -0.705 -0.6 0.0 0.2
H -1.006 -0.044 1.365 -0.4 0.4 0.0
H 0.695 -0.622 1.436 -0.1 0.7 -0.8
H -1.606 1.772 0.242 0.2 0.7 -1.3
H -0.870 2.407 -1.373 0.0 -0.5 -0.2
H -0.436 3.061 0.212 0.2 -0.4 -0.4

12.
13
Properties=species:S:1:pos:R:3:forces:R:3 method="wB97M-V/def2-TZVPD" smiles="C=CO/C(I)=N/C" homo_ev=-9.644 de_lowest_kcal_mol=63.2 homo_lumo_gap_ev=9.95
C -1.069 -3.075 -0.075 -0.1 1.1 -0.5
C -1.209 -1.810 0.155 0.8 1.6 -0.9
O -0.630 -0.894 -0.777 -0.8 -2.0 0.5
C 0.042 0.082 -0.244 1.8 2.3 0.1
I -1.358 1.646 0.551 0.5 -0.4 -0.1
N 1.276 0.256 -0.351 -1.6 -1.5 -0.7
C 1.946 1.461 -0.037 -0.5 0.2 0.9
H -1.678 -3.748 0.349 -1.9 -2.2 2.5
H -0.621 -3.497 -0.895 1.5 -0.3 -2.1
H -1.683 -1.326 0.984 -0.4 0.1 0.2
H 1.471 2.226 -0.635 -0.6 0.9 0.7
H 1.876 1.514 1.081 0.4 1.0 -1.0
H 2.938 1.517 -0.442 0.8 -0.7 0.4

13.
13
Properties=species:S:1:pos:R:3:forces:R:3 method="wB97M-V/def2-TZVPD" smiles="C[C@@H]1N=C(I)CO1" homo_ev=-9.702 de_lowest_kcal_mol=43.0 homo_lumo_gap_ev=10.15
C 1.544 1.177 0.525 1.2 1.9 0.4
C 0.709 0.040 0.125 -0.9 -3.9 -1.8
N -0.039 0.234 -1.180 1.7 1.1 0.6
C -1.158 -0.266 -1.062 -1.8 -1.3 0.7
I -2.617 -0.338 -2.583 0.3 0.0 0.3
C -1.408 -0.984 0.277 2.1 -0.8 -0.5
O -0.257 -0.558 0.997 -0.4 1.5 1.4
H 1.377 1.966 -0.246 0.7 -0.4 0.7
H 2.611 0.917 0.691 -0.5 -0.1 -1.2
H 1.450 1.617 1.507 -1.4 0.1 0.4
H 1.379 -0.840 -0.075 -0.2 0.8 -0.3
H -2.330 -0.884 0.813 -0.5 0.9 0.2
H -1.262 -2.080 0.212 -0.4 0.2 -0.8

14.
13
Properties=species:S:1:pos:R:3:forces:R:3 method="wB97M-V/def2-TZVPD" spin_multiplicity=3 homo_ev="-6.405 / -10.671" de_lowest_kcal_mol=46.6 homo_lumo_gap_ev="6.79 / 6.46"
C 0.822 -1.759 -0.100 -0.3 3.7 1.9
C -1.394 0.442 0.265 -5.6 -1.3 1.5
C 0.937 -0.061 0.603 -3.1 -4.0 1.5
C -0.024 0.803 -0.106 -0.7 -2.0 -2.5
N 0.749 -2.776 -0.632 0.2 -0.1 0.0
O 0.102 0.468 -1.558 0.1 1.2 1.3
I 3.004 0.415 0.138 4.1 0.9 -0.7
H -1.755 -0.617 0.100 1.2 0.8 -0.6
H -2.230 1.033 -0.231 1.4 -0.3 0.1
H -1.775 0.463 1.349 1.5 0.7 -1.0
H 0.682 -0.119 1.701 0.5 -0.3 -1.0
H 0.038 1.858 0.082 1.0 0.6 -0.1
H 0.844 -0.150 -1.611 -0.3 0.2 -0.4

15.
13
Properties=species:S:1:pos:R:3:forces:R:3 method="wB97M-V/def2-TZVPD" homo_ev="-7.744 / -7.745" de_lowest_kcal_mol=30.9 homo_lumo_gap_ev="7.41 / 7.41"
C 1.439 -2.039 -0.113 -1.2 0.4 -0.5
C -1.380 0.540 -1.207 -4.5 -0.9 -2.2
C -0.175 0.019 1.325 -0.5 2.4 -1.6
C 2.279 -1.550 0.784 2.2 1.4 0.5
N 0.474 -2.141 -0.793 0.2 -0.9 -1.2
Se -1.156 -0.786 0.090 0.0 -1.6 2.2
I 3.594 0.070 -0.037 -0.8 -1.1 0.5
H -0.596 1.158 -1.207 3.1 2.5 0.0
H -1.468 0.053 -2.240 0.2 0.4 1.6
H -2.357 1.139 -1.067 1.5 -1.1 0.1
H 0.200 -0.175 2.288 -0.3 -1.2 0.9
H -0.102 1.099 1.108 0.5 -0.6 -0.1
H 2.852 -2.131 1.506 -0.5 0.2 -0.1

16.
16
Properties=species:S:1:pos:R:3:forces:R:3 method="wB97M-V/def2-TZVPD" spin_multiplicity=2 homo_ev="-9.909 / -12.687" homo_lumo_gap_ev="5.93 / 8.68" charge=+1
O -1.320 3.928 -0.506 0.9 -3.5 -2.4
C -0.965 2.970 -1.271 -1.1 5.5 1.3
H -1.721 2.623 -2.001 0.4 -0.7 0.5
H 0.122 2.923 -1.484 -0.3 -0.9 0.3
C -0.885 3.150 1.896 1.4 -3.7 2.0
O 0.248 3.476 2.307 -0.8 0.0 -1.2
Li 1.488 2.048 2.183 -0.6 0.4 -0.2
O -1.912 3.722 2.522 0.5 0.1 -1.2
C -3.250 3.243 2.387 -0.4 -0.1 -0.3
H -3.359 2.277 2.896 0.1 0.2 -0.2
H -3.880 3.982 2.890 0.2 -0.2 -0.2
H -3.549 3.172 1.333 0.1 0.0 0.3
O 0.168 0.933 1.357 0.8 -0.1 0.1
C -0.912 1.643 1.208 -1.2 2.7 1.2
K 0.360 -1.561 0.739 -0.1 0.1 0.0
H -1.887 1.149 1.122 0.2 0.2 -0.1

17.
13
Properties=species:S:1:pos:R:3:forces:R:3 method="wB97M-V/def2-TZVPD" spin_multiplicity=2 homo_ev="-7.795 / -6.935" de_lowest_kcal_mol=42.5 homo_lumo_gap_ev="7.16 / 6.34"
O -0.126 -2.278 2.998 0.1 0.0 0.4
C -0.075 -1.902 1.641 -0.3 0.1 -0.7
C 1.276 -1.233 1.393 0.3 -0.1 0.2
C 1.471 -0.816 0.001 -1.1 0.7 -2.4
C 1.347 -0.489 -1.191 2.1 -0.2 2.6
H -0.974 -2.689 3.185 0.0 0.0 -0.1
H -0.887 -1.195 1.396 0.2 -0.2 0.0
H -0.178 -2.780 0.981 0.0 0.3 0.1
H 2.080 -1.932 1.672 -0.2 0.1 0.0
H 1.379 -0.365 2.062 0.0 -0.2 -0.1
H 1.890 -0.112 -2.054 -1.1 -0.4 0.0
O -0.806 0.376 -2.219 -0.1 0.0 -0.1
K -0.296 2.249 -0.863 0.0 -0.1 0.1

18.
13
Properties=species:S:1:pos:R:3:forces:R:3 method="wB97M-V/def2-TZVPD" spin_multiplicity=2 homo_ev="-10.355 / -10.321" de_lowest_kcal_mol=0.0 homo_lumo_gap_ev="6.33 / 6.05" charge=+1
C -1.112 -1.489 -0.149 -0.4 0.0 0.2
C -0.835 -0.245 -0.767 1.7 0.6 0.1
H -0.866 -1.637 0.907 -0.1 0.0 -0.3
H -1.225 -2.384 -0.767 0.1 0.3 0.2
H -0.905 0.702 -0.212 0.0 -0.4 0.1
H -1.133 -0.135 -1.816 0.5 -0.1 0.2
Li -3.153 -0.450 0.094 0.5 -0.2 -0.1
O 0.847 1.253 1.337 0.1 0.1 0.6
C 1.602 0.776 0.405 -0.9 0.3 -1.3
C 1.216 -0.008 -0.639 -1.0 0.2 0.0
Na 1.124 2.762 2.792 0.0 -0.2 -0.2
H 1.830 -0.379 -1.460 -0.5 -0.1 0.3
H 2.611 1.234 0.277 -0.1 -0.6 0.2

19.
14
Properties=species:S:1:pos:R:3:forces:R:3 method="wB97M-V/def2-TZVPD" spin_multiplicity=2 homo_ev="-10.564 / -9.818" homo_lumo_gap_ev="6.15 / 5.53" charge=+1
O -1.361 1.523 0.251 1.7 0.6 -0.6
Sc 0.273 2.363 -0.395 -0.9 -0.6 0.6
C -1.603 0.162 0.356 -0.8 -0.6 -0.4
C -0.340 -0.710 0.436 -2.0 -0.9 0.7
H -2.186 -0.040 1.278 0.3 0.0 -0.4
H 0.053 -0.473 1.442 0.8 -0.1 -0.8
H -0.620 -1.775 0.471 0.3 0.4 -0.3
H -2.206 -0.192 -0.509 0.1 0.2 0.4
C 0.469 -0.452 -1.219 3.2 -2.1 1.3
C 1.487 -0.357 -0.228 0.1 3.0 1.1
O 2.411 -0.561 0.589 -2.0 0.3 -2.7
Li 3.115 1.626 1.398 -0.5 -0.5 -0.4
H -0.340 -0.036 -1.832 -0.1 2.0 1.3
H 0.848 -1.078 -2.038 -0.1 -1.6 0.2

| no. | energy (Ha) |
| --- | --- |
| 1 | -783.8647 |
| 2 | -954.9508 |
| 3 | -770.8364 |
| 4 | -2336.1371 |
| 5 | -597.1287 |
| 6 | -1501.0336 |
| 7 | -1040.6608 |
| 8 | -508.3366 |
| 9 | -617.7904 |
| 10 | -583.5597 |
| 11 | -583.5476 |
| 12 | -583.6189 |
| 13 | -583.6510 |
| 14 | -583.4616 |
| 15 | -2909.7128 |
| 16 | -1064.2001 |
| 17 | -906.2318 |
| 18 | -400.7504 |
| 19 | -1074.2785 |